[1]
Here is an isolated molecule of C6H9N from the OMol25 dataset. Energies are from ωB97M-V with the def2-TZVPD basis set.

Summary:
- E_tot (eV) = -7852.3112

Each line ends with the natural charge from an NBO analysis.
Geometry (Å):
1 C 1.5587 -0.6967 0.9126  -0.65
2 C 0.5756 -0.3589 -0.1652  0.11
3 C 0.8501 0.5193 -1.1516  -0.39
4 C -0.5261 1.4681 0.4739  -0.18
5 C -1.5327 0.3266 0.4498  -0.19
6 N -1.9205 -0.4041 -0.7525  -0.58
7 C -0.8114 -0.9014 0.0417  -0.14
8 H 1.1040 -0.5293 1.8934  0.24
9 H 2.4617 -0.0866 0.8367  0.23
10 H 1.8397 -1.7549 0.8435  0.23
11 H 1.7992 1.0447 -1.1661  0.22
12 H 0.1874 0.6898 -1.9932  0.21
13 H -0.7577 2.1583 -0.3645  0.12
14 H -2.2708 0.3428 1.2523  0.23
15 H -1.6296 0.0651 -1.6064  0.34
16 H -0.9275 -1.8826 0.4956  0.21

=====

[2]
Here is a structure of composition C30H27N5O6STb from the OMol25 dataset. Energies are from ωB97M-V with the def2-TZVPD basis set.

Summary:
- spin multiplicity = 7
- expectation value of S² = 12.05
- E_tot (eV) = -84555.7594
- total charge = -1

Each line ends with the Mulliken spin population.
Geometry (Å):
1 Tb 0.3262 0.8246 0.8717  6.16
2 O 3.0529 3.9128 -2.4622  0.00
3 C 3.9084 3.6918 -1.4504  0.00
4 C 4.9820 4.5662 -1.2787  0.00
5 C 5.8941 4.3733 -0.2600  0.00
6 C 5.7513 3.3100 0.6189  0.00
7 C 4.6879 2.4431 0.4673  0.00
8 C 3.7679 2.6141 -0.5612  0.00
9 C 2.6359 1.6639 -0.6392  0.00
10 O 2.4371 0.8338 0.3133  -0.03
11 N 1.8866 1.7305 -1.7163  0.00
12 N 0.7330 0.9570 -1.6611  0.00
13 C 0.8417 -0.3124 -1.6795  -0.02
14 C -0.4227 -1.1170 -1.5099  -0.01
15 C -1.2089 -1.2290 -2.7895  0.00
16 C -2.5036 -1.5668 -2.6731  0.00
17 C -3.0960 -1.6350 -1.3786  0.00
18 C -2.4476 -0.9646 -0.3763  0.00
19 N -1.2087 -0.4533 -0.4667  -0.04
20 H 2.3512 3.2102 -2.4060  0.00
21 H 5.0781 5.3956 -1.9635  0.00
22 H 6.7235 5.0595 -0.1514  0.00
23 H 6.4637 3.1629 1.4174  0.00
24 H 4.5342 1.6101 1.1378  0.00
25 H 2.7307 -0.3688 -1.9065  0.00
26 H -0.7333 -1.0120 -3.7302  0.00
27 H -3.1253 -1.6981 -3.5465  0.00
28 H -4.0978 -2.0136 -1.2424  0.00
29 H -2.9547 -0.7617 0.5643  0.00
30 O 0.8329 0.1283 2.7905  -0.03
31 C -0.2589 0.0141 3.4548  0.01
32 C -0.6107 0.9521 4.4628  0.00
33 C -1.7247 0.7826 5.2479  0.00
34 C -2.5570 -0.3245 5.0728  0.00
35 C -2.2764 -1.2336 4.0746  0.00
36 C -1.1585 -1.0911 3.2444  0.01
37 C -0.9338 -2.0052 2.1640  0.00
38 N -0.0560 -1.8066 1.2278  -0.01
39 N 0.0910 -2.7362 0.2849  0.00
40 C -0.0193 -2.5193 -0.9630  0.00
41 O 1.9877 -0.9971 -1.8745  0.00
42 C 0.0767 -3.6449 -1.8909  0.00
43 C -0.5533 -4.8421 -1.5487  0.00
44 C -0.6026 -5.8941 -2.4415  0.00
45 C -0.0220 -5.7722 -3.6946  0.00
46 C 0.6055 -4.5886 -4.0445  0.00
47 C 0.6528 -3.5299 -3.1548  0.00
48 H 0.0497 1.8002 4.5917  0.00
49 H -1.9614 1.5156 6.0102  0.00
50 H -3.4188 -0.4625 5.7128  0.00
51 H -2.9367 -2.0758 3.9105  0.00
52 H -1.6325 -2.8438 2.0774  0.00
53 H -1.0187 -4.9192 -0.5780  0.00
54 H -1.1072 -6.8116 -2.1680  0.00
55 H -0.0522 -6.5995 -4.3898  0.00
56 H 1.0575 -4.4917 -5.0228  0.00
57 H 1.1691 -2.6225 -3.4222  0.00
58 C -4.1476 1.3887 2.0005  0.00
59 S -2.5978 2.1082 1.3450  0.00
60 C -3.1116 2.2973 -0.3892  0.00
61 H -4.9438 2.1211 1.9127  0.00
62 H -3.9706 1.1526 3.0435  0.00
63 H -4.4054 0.4893 1.4520  0.00
64 H -3.3152 1.3199 -0.8195  0.00
65 H -2.2697 2.7567 -0.8991  0.00
66 H -3.9892 2.9385 -0.4315  0.00
67 O 0.9286 2.8595 2.0365  -0.01
68 C 0.5447 3.4628 1.0283  -0.01
69 O -0.1773 2.9638 0.1385  -0.02
70 H 0.8446 4.5338 0.9066  0.00

=====

[3]
Here is a structure of composition C22H36CdO2P2 from the OMol25 dataset. Energies are from ωB97M-V with the def2-TZVPD basis set.

Summary:
- E_tot (eV) = -50625.8992

Each line ends with the natural charge from an NBO analysis.
Geometry (Å):
1 P 0.5734 -2.6061 0.2341  1.53
2 P 0.2060 2.0164 0.5268  0.92
3 C 0.0116 -0.9430 -0.5373  -0.73
4 C 0.7637 0.2870 -0.2182  -0.72
5 H -1.0997 -1.2612 -0.4068  0.24
6 H 0.2059 -0.9898 -1.5988  0.30
7 H 1.6669 0.1321 0.4294  0.26
8 H 1.3203 0.6497 -1.0873  0.19
9 C -0.8621 2.8063 -0.7173  -0.99
10 H -1.3788 3.6556 -0.2732  0.24
11 H -1.6751 2.1972 -1.1037  0.21
12 H -0.3289 3.1958 -1.5765  0.19
13 C 1.5647 3.2859 0.4202  -0.95
14 H 1.3013 4.0699 -0.2892  0.21
15 H 2.5628 2.8792 0.2296  0.22
16 H 1.5089 3.6988 1.4448  0.25
17 C -0.5696 -3.8268 -0.4895  -0.98
18 H -0.5041 -4.6736 0.2272  0.25
19 H -0.3130 -4.2246 -1.4971  0.26
20 H -1.6311 -3.4858 -0.5273  0.28
21 C 2.3117 -3.0833 0.0502  -0.97
22 H 2.9632 -2.2226 0.2255  0.28
23 H 2.5836 -3.5820 -0.9015  0.26
24 H 2.3904 -3.8165 0.8659  0.25
25 Cd -2.5832 0.1009 -1.6418  0.39
26 C -0.2400 1.0300 -3.2136  -0.22
27 C -1.6259 1.2936 -3.2287  -0.45
28 C -2.5218 0.4152 -4.1736  -0.48
29 C -1.8815 -0.9394 -4.4598  -0.47
30 C -1.1532 -1.5971 -3.2962  -0.24
31 C 0.2032 -1.7849 -3.3284  -0.20
32 C 1.1178 -0.9727 -4.1430  -0.47
33 C 0.5942 0.5101 -4.2907  -0.45
34 C 0.3098 -2.5372 2.0234  -0.99
35 H 0.3277 1.5388 -2.4156  0.22
36 H -1.9736 2.3562 -3.3337  0.25
37 H -2.7237 0.9657 -5.0863  0.22
38 H -3.5186 0.2854 -3.6710  0.21
39 H -2.6674 -1.6608 -4.7608  0.24
40 H -1.2064 -0.8585 -5.3220  0.21
41 H -1.7886 -2.1430 -2.5429  0.21
42 H 0.6605 -2.6843 -2.8806  0.20
43 H 1.1777 -1.4193 -5.1640  0.23
44 H 2.1834 -0.9572 -3.8449  0.23
45 H 1.4691 1.1849 -4.4176  0.23
46 H 0.0532 0.5739 -5.2448  0.20
47 H 1.0452 -1.8530 2.4454  0.32
48 H 0.5207 -3.5649 2.3692  0.23
49 H -0.6198 -2.2271 2.5510  0.31
50 O -1.4853 1.0156 2.6055  -0.72
51 C -0.4125 0.7853 3.2240  0.76
52 O 0.6807 0.3603 2.6750  -0.85
53 C -0.1304 1.1543 4.7390  -0.14
54 C -1.1371 1.6183 5.5936  -0.20
55 C -0.8321 2.1667 6.8548  -0.23
56 C 0.4631 2.0746 7.3826  -0.23
57 C 1.4910 1.6200 6.5306  -0.23
58 C 1.1824 1.0693 5.2628  -0.18
59 H -2.1899 1.5699 5.2958  0.23
60 H -1.5831 2.6633 7.4560  0.20
61 H 0.6876 2.3866 8.4093  0.20
62 H 2.5309 1.6727 6.8931  0.20
63 H 2.0037 0.6292 4.7184  0.23

=====

[4]
Here is an isolated molecule of C4H9NO3 from the OMol25 dataset. Energies are from ωB97M-V with the def2-TZVPD basis set.

Summary:
- SMILES string = C[C@@H](O)[C@H](N)C(=O)O
- E_tot (eV) = -11925.8094

Each line ends with the natural charge from an NBO analysis.
Geometry (Å):
1 C 0.3883 -0.5509 -0.3515  -0.20
2 C 1.7195 -0.0277 0.0421  0.76
3 C -0.8166 0.1351 0.3960  0.13
4 C -0.9731 1.6420 0.3479  -0.64
5 H 0.5793 -2.4125 -0.9349  0.37
6 H 0.4355 -2.2502 0.6179  0.38
7 H 0.1472 -0.1698 -1.3784  0.18
8 H -0.6684 -0.1940 1.5030  0.15
9 H -1.6525 -1.3961 -0.0620  0.49
10 H -0.1047 2.0996 0.9088  0.22
11 H -1.0535 1.9202 -0.6634  0.20
12 H -1.9299 1.9722 0.9135  0.24
13 H 1.5092 1.0841 -1.4356  0.49
14 N 0.0820 -1.9212 -0.2070  -0.82
15 O 2.2149 -0.5969 1.0099  -0.57
16 O -1.9576 -0.4747 -0.1214  -0.73
17 O 2.0804 1.1408 -0.5851  -0.65

=====

[5]
Here is a cluster of 2 separate species, C5H14 in total from the OMol25 dataset. Energies are from ωB97M-V with the def2-TZVPD basis set.

Summary:
- SMILES string = CCC.CC
- E_tot (eV) = -5411.0062

Each line ends with the natural charge from an NBO analysis.
Geometry (Å):
1 C 1.7787 1.3523 -0.1518  -0.61
2 C 2.2638 0.1718 0.7326  -0.61
3 H 2.4509 2.0517 -0.4424  0.20
4 H 1.1655 0.9126 -0.9753  0.20
5 H 1.1545 1.8638 0.5953  0.20
6 H 1.6971 -0.7051 0.7191  0.21
7 H 2.4167 0.5589 1.7406  0.20
8 H 3.2145 -0.1328 0.3778  0.20
9 C -1.1749 -0.5966 0.3243  -0.41
10 C -2.5103 0.0937 0.0249  -0.59
11 C -0.4908 -1.0646 -0.8977  -0.62
12 H -0.5765 0.1627 0.8023  0.20
13 H -1.3526 -1.4318 1.0714  0.20
14 H -3.1411 -0.5843 -0.6350  0.19
15 H -0.2968 -0.2484 -1.5454  0.20
16 H 0.4931 -1.6303 -0.9031  0.21
17 H -1.0133 -1.8463 -1.4971  0.21
18 H -3.0296 0.3081 0.9422  0.21
19 H -2.3818 0.9818 -0.4442  0.20

=====

[6]
Here is the ion C22H31N2O2 with charge +1 from the OMol25 dataset. Energies are from ωB97M-V with the def2-TZVPD basis set.

Summary:
- SMILES string = COc1ccc(CNC(=O)C[N@H+](C)Cc2ccc(C(C)(C)C)cc2)cc1
- E_tot (eV) = -30387.0891
- total charge = +1

Each line ends with the natural charge from an NBO analysis.
Geometry (Å):
1 C 7.6481 0.7642 0.2306  -0.26
2 H 7.8513 0.3755 -0.7714  0.18
3 H 8.3864 1.5242 0.4785  0.21
4 H 7.7072 -0.0489 0.9601  0.18
5 O 6.3984 1.4175 0.2866  -0.48
6 C 5.2786 0.7193 0.0177  0.32
7 C 5.2342 -0.6331 -0.3146  -0.26
8 C 4.0190 -1.2446 -0.5670  -0.18
9 C 2.8320 -0.5324 -0.5038  -0.11
10 C 2.8781 0.8204 -0.1718  -0.19
11 C 4.0792 1.4385 0.0861  -0.24
12 H 4.1262 2.4847 0.3407  0.23
13 H 1.9621 1.3915 -0.1221  0.21
14 C 1.5061 -1.1994 -0.7480  -0.23
15 N 0.7871 -1.3152 0.5145  -0.57
16 C -0.3527 -1.9407 0.7267  0.68
17 O -0.9451 -1.9899 1.7985  -0.63
18 C -1.0130 -2.6829 -0.4577  -0.34
19 N -2.2979 -3.1667 0.0760  -0.39
20 C -2.4337 -4.6269 0.0723  -0.41
21 H -1.5957 -5.0816 0.5973  0.23
22 H -3.3533 -4.9143 0.5785  0.24
23 H -2.4661 -5.0001 -0.9512  0.22
24 C -3.4766 -2.4883 -0.5327  -0.23
25 C -3.3503 -0.9953 -0.4022  -0.11
26 C -3.4870 -0.3897 0.8422  -0.21
27 C -3.3307 0.9745 0.9744  -0.14
28 C -3.0419 1.7871 -0.1220  0.01
29 C -2.9145 1.1706 -1.3618  -0.17
30 C -3.0611 -0.1989 -1.5008  -0.21
31 H -2.9706 -0.6431 -2.4831  0.21
32 H -2.7019 1.7513 -2.2434  0.22
33 C -2.8869 3.2840 0.0753  -0.09
34 C -1.7101 3.5368 1.0293  -0.59
35 H -1.5893 4.6047 1.1903  0.22
36 H -0.7867 3.1482 0.6036  0.20
37 H -1.8688 3.0642 1.9945  0.21
38 C -2.6154 4.0279 -1.2347  -0.61
39 H -3.4333 3.8944 -1.9386  0.21
40 H -2.5234 5.0917 -1.0303  0.22
41 H -1.6867 3.6974 -1.6949  0.21
42 C -4.1814 3.8419 0.6840  -0.59
43 H -4.1013 4.9200 0.7959  0.22
44 H -4.3824 3.4155 1.6625  0.21
45 H -5.0275 3.6262 0.0352  0.22
46 H -3.4435 1.4095 1.9542  0.22
47 H -3.7223 -0.9839 1.7132  0.22
48 H -4.3680 -2.8410 -0.0092  0.24
49 H -3.5442 -2.7860 -1.5821  0.22
50 H -2.2016 -2.8197 1.0924  0.48
51 H -1.1642 -1.9985 -1.2931  0.26
52 H -0.3824 -3.5121 -0.7805  0.25
53 H 1.1979 -0.8298 1.3037  0.43
54 H 0.9070 -0.6042 -1.4478  0.21
55 H 1.6594 -2.1943 -1.1761  0.20
56 H 4.0041 -2.2940 -0.8231  0.21
57 H 6.1371 -1.2180 -0.3791  0.22

=====

[7]
Here is a cluster of 2 separate species, H4O2 in total from the OMol25 dataset. Energies are from ωB97M-V with the def2-TZVPD basis set.

Summary:
- spin multiplicity = 2
- expectation value of S² = 0.76
- E_tot (eV) = -4148.1054
- total charge = +1

Each line ends with the Mulliken spin population.
Geometry (Å):
1 O -0.4095 0.2092 1.6567  0.88
2 H -0.1553 -0.0962 0.7859  -0.02
3 H 0.2614 0.8503 1.8915  -0.02
4 O 0.3572 -0.2919 -1.1512  0.16
5 H 0.2508 0.2988 -1.8968  0.00
6 H -0.3046 -0.9702 -1.2861  -0.01

=====

[8]
Here is an isolated molecule of C2N2O from the OMol25 dataset. Energies are from ωB97M-V with the def2-TZVPD basis set.

Summary:
- SMILES string = c1nnoc#1
- E_tot (eV) = -7092.8672

Each line ends with the natural charge from an NBO analysis.
Geometry (Å):
1 C -0.0062 -0.0987 0.9623  0.12
2 C -0.8857 -0.8114 0.0858  0.37
3 N 0.8476 0.7112 0.4937  -0.26
4 N 0.5920 0.6153 -0.8242  0.08
5 O -0.4563 -0.3029 -1.0186  -0.30